2 unconnected molecules or ions with the total composition C2H7NS at a distorted geometry, computed with ωB97M-V with the def2-TZVPD basis set.

CARTESIAN COORDINATES (ANGSTROEM)
C -0.80962 -0.13291 -0.48125
C 0.77509 -0.05019 -0.75228
S 1.79732 0.25181 0.73111
N -1.08361 0.73302 0.79743
H -1.38886 0.49049 -1.20437
H -1.17864 -1.17679 -0.39179
H 1.39109 -0.88044 -1.16221
H 0.73377 0.91357 -1.23680
H 0.81851 -1.59339 1.37789
H -0.19020 1.31970 0.70765
H -0.86482 0.12512 1.61462

Calculated values
Charge: 0
Relative energy (zero: lowest compared OMol25 entry of this formula, charge and spin): 4.2648 eV
Frontier orbital gap: 7.406 eV
Energy: -533.1737 a.u.
Spin multiplicity: 1
HOMO energy: -9.22 eV
E_LUMO: -1.8158 eV

C10H11FNP in the gas phase at a distorted geometry, computed with ωB97M-V with the def2-TZVPD basis set.

CARTESIAN COORDINATES (ANGSTROEM)
C -2.21377 2.80417 -0.49813
P -1.66069 1.24145 0.40834
C -0.03947 1.05091 -0.49440
N -0.26621 0.81836 -1.84786
C -0.50617 -0.36053 -2.21157
C -0.53036 -1.64251 -1.26057
C 0.42931 -1.35894 -0.16704
C 1.04602 -2.33213 0.57889
F 1.16335 -3.64800 0.08307
C 1.88637 -2.10437 1.67064
C 2.14545 -0.81071 2.00902
C 1.47107 0.29120 1.42033
C 0.60833 -0.00339 0.31491
H -2.92111 3.28766 0.15359
H -2.55557 2.47449 -1.46626
H -1.38820 3.48545 -0.74214
H -0.88316 1.83176 1.48860
H 0.40690 2.00998 -0.60952
H -0.86076 -0.61863 -3.22572
H -0.31511 -2.52244 -1.79447
H -1.62565 -1.60478 -0.77559
H 2.24179 -2.89053 2.28118
H 2.80039 -0.68931 2.88089
H 1.56726 1.29086 1.80380

Calculated values
Charge: 0
Relative energy (zero: lowest compared OMol25 entry of this formula, charge and spin): 0.0000 eV
Frontier orbital gap: 9.666 eV
Energy: -883.5635 a.u.
Spin multiplicity: 1
SMILES: CP[C@@H]1N=CCc2c(F)cccc21
HOMO energy: -8.84 eV
E_LUMO: 0.8228 eV

C17H20N2O in the gas phase, computed with ωB97M-V with the def2-TZVPD basis set.

CARTESIAN COORDINATES (ANGSTROEM)
C -5.04889 -0.54668 -0.43801
N -3.82448 0.21520 -0.48526
C -3.92354 1.63038 -0.74913
C -2.68583 -0.29622 0.08957
C -2.59880 -1.64744 0.45428
C -1.43339 -2.15854 0.98987
C -0.32350 -1.35979 1.18269
C -0.39598 -0.01454 0.82993
N 0.75136 0.76733 1.03114
C 1.04520 2.00266 0.54558
O 0.26026 2.73764 -0.01446
C 2.50737 2.37623 0.74577
C 3.34288 1.81856 -0.42440
C 3.22509 0.32288 -0.50531
C 3.99410 -0.49141 0.31795
C 3.83005 -1.86571 0.30291
C 2.88904 -2.44293 -0.53272
C 2.12231 -1.64119 -1.36140
C 2.29248 -0.26864 -1.34945
C -1.56147 0.51253 0.30116
H -4.96138 -1.45362 -1.04211
H -5.31466 -0.83418 0.58603
H -5.86192 0.04890 -0.84642
H -3.09061 1.95592 -1.37344
H -3.92331 2.22767 0.17073
H -4.84557 1.83035 -1.29128
H -3.43673 -2.31023 0.31804
H -1.39080 -3.20370 1.26070
H 0.58893 -1.76767 1.59318
H 1.51926 0.25078 1.43839
H 2.88015 1.98215 1.69286
H 2.58644 3.46368 0.75524
H 4.38594 2.10757 -0.27740
H 2.98581 2.27041 -1.35123
H 4.72718 -0.04424 0.97564
H 4.43541 -2.48635 0.94787
H 2.75389 -3.51427 -0.53826
H 1.38482 -2.08523 -2.01297
H 1.68590 0.35446 -1.99071
H -1.57301 1.55729 0.05440

Calculated values
Charge: 0
Relative energy (zero: lowest compared OMol25 entry of this formula, charge and spin): 0.8219 eV
Frontier orbital gap: 8.289 eV
Energy: -844.5722 a.u.
Spin multiplicity: 1
SMILES: CN(C)c1cccc(NC(=O)CCc2ccccc2)c1
HOMO energy: -7.42 eV
E_LUMO: 0.8729 eV

A molecular structure, C21H16Br2ClN4O5PbS2, computed with ωB97M-V with the def2-TZVPD basis set.

CARTESIAN COORDINATES (ANGSTROEM)
Pb 0.66324 -1.60828 -0.81207
C 0.18759 -5.06148 0.58276
C -0.81144 -4.19673 1.29023
C -1.65139 -4.73563 2.28906
C -2.53757 -3.92988 2.93987
C -2.61012 -2.55799 2.61695
C -3.48848 -1.62514 3.22044
Br -4.71020 -2.18435 4.56696
C -3.47376 -0.31524 2.84424
C -2.58921 0.13205 1.85305
Br -2.59100 1.96592 1.38868
C -1.69150 -0.70675 1.19996
O -0.86975 -0.30700 0.29654
C -1.73066 -2.09804 1.61258
N -0.86766 -2.92428 0.97511
H -0.05703 -6.11694 0.69583
H 1.18564 -4.87298 0.97932
H 0.22012 -4.81709 -0.48012
H -1.57950 -5.78842 2.52893
H -3.18907 -4.32785 3.70635
H -4.14323 0.39486 3.30942
Cl 3.71491 -2.43004 -1.71349
C 4.29536 -2.14329 -0.04291
C 3.29768 -2.44883 1.08103
O 3.81887 -2.58287 2.18219
O 2.04939 -2.52120 0.82296
H 4.56828 -1.09146 0.02167
H 5.17856 -2.75534 0.10210
N -2.73203 5.67683 -1.54051
C -1.75490 4.78095 -1.99597
C -0.53819 5.24661 -2.48771
C 0.41276 4.35630 -2.96207
C 0.15247 2.99498 -2.95548
C -1.05783 2.52221 -2.46482
C -2.00636 3.40898 -1.99472
S 1.36960 1.85100 -3.55607
O 0.81943 1.19062 -4.70821
O 2.58948 2.61434 -3.71930
N 1.48478 0.77091 -2.39012
C 2.09918 1.08144 -1.24781
S 3.09218 2.47081 -0.86373
C 3.28831 1.87435 0.75506
C 2.64002 0.70529 0.90738
N 1.98449 0.25973 -0.21408
H -2.35943 6.54651 -1.19298
H -3.38032 5.27012 -0.88389
H -0.33176 6.31118 -2.48893
H 1.36787 4.70708 -3.32850
H -1.24576 1.45695 -2.42434
H -2.94223 3.03434 -1.59739
H 3.86143 2.41420 1.48910
H 2.59871 0.10855 1.80743

Calculated values
Charge: -1
Relative energy (zero: lowest compared OMol25 entry of this formula, charge and spin): 0.0570 eV
Frontier orbital gap: 7.556 eV
Energy: -8002.7384 a.u.
Spin multiplicity: 1
HOMO energy: -5.30 eV
E_LUMO: 2.2519 eV

A gas-phase ion, C9H19O3Si (charge -1) at a distorted geometry, computed with ωB97M-V with the def2-TZVPD basis set.

CARTESIAN COORDINATES (ANGSTROEM)
C -0.57802 -1.92444 -3.09382
C 0.70691 -2.13552 -2.43491
O 1.33801 -3.38120 -2.61103
C 1.29029 -1.39266 -1.48260
O 2.32229 -1.62398 -0.86638
O 0.47653 -0.12950 -0.93074
Si 0.42317 1.08457 0.13048
C -0.53465 2.47643 -0.73196
C 2.15330 1.74718 0.73130
C -0.68387 0.36452 1.43990
C -1.19899 1.26261 2.56986
C -1.95569 -0.27049 0.70600
C 0.21039 -0.74592 2.01442
H -0.41676 -1.96144 -4.18618
H -1.25451 -2.84303 -2.85878
H -1.04324 -1.00058 -2.74934
H 2.03497 -3.38725 -1.99720
H -0.18817 2.36771 -1.76143
H -1.60530 2.34991 -0.58289
H -0.22463 3.58881 -0.38683
H 2.84533 1.84822 -0.04150
H 2.21134 2.65653 1.25689
H 2.48481 1.00964 1.36316
H -0.38882 1.16250 3.34850
H -1.17303 2.32423 2.25059
H -2.06688 0.85271 2.98410
H -2.53677 -0.71730 1.50136
H -1.54824 -0.92718 -0.02669
H -2.40563 0.56570 0.15087
H 0.99669 -0.33613 2.55866
H -0.38587 -1.53716 2.52865
H 0.69504 -1.34749 1.20751

Calculated values
Charge: -1
Relative energy (zero: lowest compared OMol25 entry of this formula, charge and spin): 0.6370 eV
Frontier orbital gap: 5.567 eV
Energy: -869.5702 a.u.
Spin multiplicity: 1
SMILES: C/C(O)=C(/[O-])O[Si](C)(C)C(C)(C)C
HOMO energy: -2.27 eV
E_LUMO: 3.2946 eV

C17H18N4OS in the gas phase at a distorted geometry, computed with ωB97M-V with the def2-TZVPD basis set.

CARTESIAN COORDINATES (ANGSTROEM)
C -3.54283 5.36060 -1.30938
C -2.57192 4.19873 -1.13933
N -1.71942 3.97901 -2.23318
C -0.67670 3.10090 -2.05776
C 0.17407 2.89700 -3.08463
C 1.28851 2.03246 -2.89602
C 1.42222 1.33910 -1.70636
C 2.59599 0.48763 -1.78018
C 0.53106 1.52335 -0.65590
S 0.67354 0.67117 0.84476
C 0.36795 -1.04880 0.54296
C -0.09599 -1.75566 -0.55117
C -0.04354 -3.14923 -0.61308
N 0.23044 -3.89912 0.42626
C 0.55900 -3.28522 1.62435
N 0.73163 -3.89561 2.90770
C 2.17946 -3.85271 3.36772
C 0.09728 -5.17552 3.22523
C 0.66998 -1.91570 1.59944
C -0.58620 2.37931 -0.85464
C -1.70322 2.47402 0.09663
O -2.22631 1.56515 0.87440
N -2.51404 3.49643 0.01181
H -3.17705 5.99210 -2.09890
H -4.57098 5.10754 -1.46489
H -3.35666 5.94712 -0.37041
H -0.01290 3.40648 -4.02928
H 2.07187 2.10550 -3.71878
H 2.75903 -0.17678 -0.91413
H 2.47538 -0.21549 -2.64237
H 3.46290 1.18371 -2.02436
H -0.27963 -1.17352 -1.46191
H -0.37068 -3.66467 -1.59261
H 2.84159 -4.65282 2.98867
H 2.12098 -3.88983 4.44436
H 2.70445 -2.96329 2.97097
H 0.24959 -5.43206 4.31802
H -0.99103 -5.25907 3.00243
H 0.53957 -5.94197 2.62903
H 0.89056 -1.50463 2.60978
H -3.19794 3.60438 0.71474

Calculated values
Charge: 0
Relative energy (zero: lowest compared OMol25 entry of this formula, charge and spin): 3.4047 eV
Frontier orbital gap: 8.012 eV
Energy: -1350.9858 a.u.
Spin multiplicity: 1
SMILES: Cc1nc2ccc(C)c(Sc3ccnc(N(C)C)c3)c2c(=O)[nH]1
HOMO energy: -8.12 eV
E_LUMO: -0.1034 eV

A molecular structure, C36H50N10O8Ti at a distorted geometry, computed with ωB97M-V with the def2-TZVPD basis set.

CARTESIAN COORDINATES (ANGSTROEM)
Ti -0.22779 3.37100 -1.81802
O -6.25549 3.76314 -0.72293
C -4.98076 3.64955 -0.94224
C -4.35796 2.40461 -1.26162
C -2.96117 2.28744 -1.14863
N -2.14021 3.30554 -0.81385
C -2.76523 4.53979 -0.42370
C -4.07925 4.70483 -0.44570
C -1.72695 5.63409 -0.41835
O -2.00760 6.72330 0.01080
O -0.47931 5.15527 -0.77424
C -2.23803 1.23019 -1.69476
O -3.01674 0.17947 -1.85736
O -0.96187 1.29474 -1.97006
H -6.61310 2.88928 -1.03925
H -4.81293 1.47847 -1.32630
H -4.47607 5.53000 0.11200
N 1.42261 3.44737 1.41344
N 2.61543 3.63606 0.76460
C 2.54826 3.77780 -0.48340
N 3.89252 3.87180 -1.05881
N 1.34600 3.45674 -1.31761
N -0.75148 2.77610 -4.77876
O -0.70154 3.52362 -3.74480
O 0.15798 1.99870 -4.99346
H 0.55939 3.80060 1.01172
H 1.24883 2.48509 1.72362
H 4.86847 5.69164 3.98152
H 4.61410 3.63668 -0.44334
H 3.90328 4.00446 -2.07404
C -2.49120 -2.38611 2.23662
C -2.79916 -1.10771 2.99415
C -2.64153 -0.01128 1.97868
C -1.96307 -1.01339 4.24757
C -2.60452 -0.97582 5.47887
C -1.96575 -0.87805 6.69300
C -0.59429 -1.07551 6.72013
C 0.15262 -1.15447 5.56354
C 1.67417 -1.25150 5.44748
C 2.30173 0.07691 4.88756
C 2.43256 -1.78185 6.68135
C -0.56533 -1.08315 4.29723
N 0.19023 -1.40970 3.15581
C 0.30699 -0.67544 1.93457
C 0.70465 -1.01553 0.73607
N 1.03344 -2.24181 0.12383
C 1.60726 -2.12168 -1.13184
C 2.73553 -1.31142 -1.38681
C 3.06074 -1.23342 -2.66766
C 2.39033 -1.83380 -3.75593
C 1.21683 -2.46009 -3.45602
C 0.77917 -2.71975 -2.16107
C -0.47269 -3.51763 -1.99140
C -1.49639 -2.38425 -1.68037
C -0.60577 -4.56979 -0.87000
C 3.55367 -0.66692 -0.32697
C 4.38377 -1.75038 0.47609
C 4.47560 0.45690 -0.68382
H -1.53352 -2.90175 1.38095
H -3.38882 -2.47022 1.49025
H -2.20821 -3.34450 2.93112
H -3.88808 -1.21594 3.28566
H -3.31388 -0.34374 0.80183
H -1.67075 -0.47904 1.02996
H -2.93552 1.16060 2.51796
H -3.79159 -1.00995 5.57362
H -2.51900 -0.77990 7.60312
H -0.02913 -1.12499 7.64159
H 2.11614 -2.05614 4.70924
H 2.53331 0.94573 5.80033
H 1.76202 0.44084 4.04071
H 3.50496 -0.17265 4.62439
H 2.33221 -1.12616 7.61987
H 3.43624 -1.97241 6.34421
H 2.01474 -2.75348 7.06224
H 0.00998 0.41150 2.20176
H 0.88380 -0.07706 -0.03880
H 3.85535 -0.52872 -2.95744
H 2.72176 -1.56007 -4.77936
H 0.53083 -2.83446 -4.32222
H -0.61177 -4.11178 -2.94156
H -1.05446 -1.87707 -0.77938
H -2.33308 -2.96803 -1.23510
H -1.93409 -1.89712 -2.42004
H -0.78882 -4.12297 0.09549
H 0.20549 -5.31360 -0.76440
H -1.46571 -5.19197 -1.28519
H 2.93747 -0.08169 0.38323
H 5.16799 -2.20522 -0.14308
H 3.79515 -2.49100 1.00942
H 5.36215 -0.97094 1.26584
H 5.12831 0.88565 0.08793
H 3.96579 1.13054 -1.39022
H 5.18439 0.08806 -1.45019
C 0.54756 -0.44949 -6.93432
N -0.58248 -0.71874 -6.12394
C -1.64948 -1.31012 -6.71447
N -2.88950 -1.09717 -6.04869
O -1.43603 -1.90295 -7.80143
H 0.98400 -1.39183 -7.38800
H 1.33979 -0.05954 -6.31074
H 0.35363 0.24518 -7.75068
H -0.68978 0.01074 -5.48848
H -2.78358 -0.79497 -5.09568
H -3.59876 -1.76223 -6.34442

Calculated values
Charge: -2
Relative energy (zero: lowest compared OMol25 entry of this formula, charge and spin): 16.5878 eV
Frontier orbital gap (spin up / spin down): 4.725 / 5.601 eV
Energy: -3400.2528 a.u.
Spin multiplicity: 3
HOMO energy (spin up / spin down): -1.38 / -2.26 eV
E_LUMO (spin up / spin down): 3.3436 / 3.3435 eV

C21H24N2O5 in the gas phase, computed with ωB97M-V with the def2-TZVPD basis set.

CARTESIAN COORDINATES (ANGSTROEM)
C -7.10358 -1.59423 -0.13793
C -6.99444 -0.41659 0.82230
C -5.54563 -0.14096 1.21371
O -4.86131 0.30785 0.05982
C -3.54368 0.60901 0.14932
C -2.93831 1.05037 -1.03037
C -1.60122 1.37628 -1.05786
C -0.84087 1.27512 0.10211
N 0.54427 1.59198 0.08121
C 1.07141 2.67792 -0.59335
O 0.43363 3.50323 -1.18924
C 2.57881 2.63932 -0.43997
C 2.85889 1.45677 0.48166
N 3.89062 0.52835 0.05795
C 3.72693 -0.10829 -1.23996
C 2.40911 -0.79949 -1.36969
C 1.26759 -0.45618 -2.03689
C 0.31965 -1.46445 -1.74163
C 0.95776 -2.34255 -0.92220
O 2.22179 -1.95737 -0.70465
C 4.89820 0.28781 0.94984
O 4.96690 0.91510 1.98883
C 5.91399 -0.78675 0.62382
C 5.33560 -2.16733 0.94205
C 1.50002 0.78852 0.68439
O 1.27340 -0.21901 1.29737
C -1.43346 0.84847 1.27957
C -2.77526 0.51225 1.30554
H -8.13782 -1.74725 -0.43518
H -6.50965 -1.40246 -1.02733
H -6.74036 -2.50576 0.33204
H -7.39960 0.47989 0.35105
H -7.56567 -0.61679 1.73035
H -5.07872 -1.05850 1.59748
H -5.50674 0.62968 1.99614
H -3.54422 1.12712 -1.91907
H -1.15001 1.72059 -1.97371
H 2.92759 3.58853 -0.03312
H 3.03010 2.52598 -1.42565
H 3.19775 1.79810 1.47189
H 3.80266 0.64525 -2.03354
H 4.52440 -0.83406 -1.38356
H 1.12227 0.40290 -2.66053
H -0.69307 -1.51416 -2.08356
H 0.63264 -3.24621 -0.44759
H 6.25629 -0.72717 -0.40988
H 6.77242 -0.60288 1.27224
H 5.07634 -2.21997 1.99638
H 6.07165 -2.93895 0.72740
H 4.43651 -2.36915 0.36567
H -0.84729 0.76893 2.18069
H -3.20827 0.18117 2.23566

Calculated values
Charge: 0
Relative energy (zero: lowest compared OMol25 entry of this formula, charge and spin): 1.9612 eV
Frontier orbital gap: 9.040 eV
Energy: -1300.3705 a.u.
Spin multiplicity: 1
SMILES: CCCOc1ccc(N2C(=O)C[C@H](N(Cc3ccco3)C(=O)CC)C2=O)cc1
HOMO energy: -8.37 eV
E_LUMO: 0.6704 eV

The M results, record by record, are as follows: 77.2; 195.2; 268.4; 871.0; 203.3; 326.4; 798.7; 384.4 g/mol.